Molecular formula: C30H90O15
Method: DFT, ωB97M-V with the def2-TZVPD basis set

The geometry in XYZ format:
```
135
Properties=species:S:1:pos:R:3:forces:R:3
C -15.2995 3.1040 -12.4106 0.48 -0.44 0.61
C -14.0237 3.9055 -12.6926 -1.30 0.05 0.60
O -13.8308 3.9832 -14.0670 0.56 -0.02 -1.28
H -16.2286 3.5733 -12.7338 0.16 0.18 -0.20
H -15.4046 2.8871 -11.3476 -0.01 0.13 0.16
H -15.1923 2.1331 -12.8944 -0.14 0.02 -0.17
H -13.1634 3.4217 -12.2302 0.02 0.10 -0.11
H -14.1301 4.9319 -12.3416 0.18 0.00 0.66
H -14.5004 4.5881 -14.3947 0.04 -0.03 -0.27
C -27.8500 -8.8744 -5.6304 -0.74 0.62 0.10
C -27.5977 -8.6390 -7.1037 -0.06 -0.19 0.14
O -26.6698 -9.6088 -7.4581 1.65 -1.13 -0.58
H -28.3994 -9.7997 -5.4570 0.15 -0.07 -0.09
H -28.4502 -8.0651 -5.2145 -0.09 0.05 0.06
H -26.9114 -8.8983 -5.0769 0.04 -0.07 -0.17
H -27.1670 -7.6588 -7.3079 -0.28 0.35 0.19
H -28.4345 -8.8353 -7.7741 -0.75 0.63 0.43
H -26.2876 -9.3671 -8.3050 0.08 -0.19 -0.10
C -17.4888 -2.0945 -18.1404 -0.35 0.31 -0.15
C -18.2992 -1.4794 -17.0075 0.22 -0.21 0.49
O -19.5970 -2.0968 -16.9147 0.68 0.15 -0.11
H -17.5177 -3.1722 -17.9797 0.01 -0.02 -0.28
H -16.4451 -1.7876 -18.2084 -0.02 0.18 0.36
H -17.9356 -1.8222 -19.0966 -0.09 -0.30 -0.17
H -18.4761 -0.4045 -17.0454 0.42 0.16 -0.36
H -17.7440 -1.6692 -16.0888 -0.39 -0.09 0.25
H -20.0003 -1.8323 -17.7447 -0.48 -0.20 -0.03
C -28.1476 -2.0776 -1.8622 0.45 0.71 -0.10
C -26.8167 -2.7518 -2.1714 -0.42 -0.96 0.66
O -25.7110 -2.1499 -1.4916 -0.46 0.22 -0.47
H -28.1117 -1.0373 -2.1857 -0.06 0.08 -0.12
H -28.3744 -2.0429 -0.7966 0.23 -0.24 0.07
H -28.9920 -2.5534 -2.3609 0.20 -0.16 -0.11
H -26.6195 -2.8620 -3.2377 -0.11 0.50 -0.22
H -26.8806 -3.7786 -1.8112 -0.13 -0.31 0.07
H -24.9469 -2.5726 -1.8904 0.32 0.15 0.22
C -22.1295 -3.5237 -9.4762 0.32 -0.51 -1.61
C -20.8911 -2.8873 -10.1380 -0.60 0.42 0.73
O -20.1722 -2.3266 -9.0621 1.05 0.33 0.58
H -21.8130 -4.4520 -9.0008 -0.16 0.16 0.35
H -22.8417 -3.8013 -10.2533 -0.16 -0.11 -0.06
H -22.6603 -2.8575 -8.7961 0.45 0.07 0.06
H -21.1225 -2.0753 -10.8272 -0.43 -0.02 -0.15
H -20.2040 -3.5432 -10.6726 -0.56 -0.60 -0.12
H -19.2591 -2.6038 -9.1672 0.10 0.26 0.25
C -30.8298 0.7251 -9.2868 0.19 0.74 -0.20
C -30.1160 -0.3242 -8.4240 -0.87 0.78 -1.43
O -30.9220 -1.5038 -8.4494 0.32 0.03 1.11
H -31.0531 0.4012 -10.3033 0.11 -0.30 -0.02
H -30.2797 1.6601 -9.3929 0.46 -0.06 0.03
H -31.7714 1.0634 -8.8544 -0.12 -0.46 0.24
H -30.0100 0.1590 -7.4527 -0.26 -0.90 0.43
H -29.1138 -0.5490 -8.7891 0.10 0.07 -0.09
H -30.9957 -1.7962 -9.3608 0.08 0.10 -0.07
C -26.4704 -1.2146 -14.9615 -0.32 -0.11 0.47
C -26.5922 -2.6543 -15.4042 0.44 0.31 -0.65
O -27.7657 -2.7347 -16.1943 -0.21 -0.27 -0.31
H -27.3485 -1.0071 -14.3500 0.25 0.20 0.44
H -26.5397 -0.4889 -15.7719 0.20 -0.37 -0.33
H -25.5272 -1.0571 -14.4383 -0.19 0.11 0.29
H -26.6326 -3.3853 -14.5966 -0.14 0.24 0.41
H -25.7022 -2.9252 -15.9722 0.07 -0.06 -0.34
H -27.6236 -3.3684 -16.9012 -0.10 -0.06 0.03
C -26.4140 -11.8272 -13.3678 0.74 -1.00 -1.21
C -26.4135 -10.3362 -13.5494 -0.45 -0.39 1.24
O -25.2944 -9.8179 -12.8606 0.55 0.65 -0.01
H -27.1588 -12.3130 -13.9981 -0.43 -0.01 0.35
H -26.4530 -12.1542 -12.3288 -0.39 0.29 -0.03
H -25.4785 -12.2377 -13.7477 0.27 0.03 -0.04
H -27.2917 -10.0148 -12.9895 -0.21 0.65 -0.40
H -26.4333 -9.9809 -14.5797 -0.20 -0.23 -0.03
H -24.6697 -9.4963 -13.5146 0.14 0.02 0.14
C -11.8266 0.0240 -6.3985 -0.48 1.04 -0.50
C -10.5895 -0.4346 -7.1290 -0.30 0.33 2.92
O -10.8468 -0.5267 -8.4554 -0.13 -0.42 -2.34
H -11.6511 0.3176 -5.3635 0.07 -0.56 0.10
H -12.6594 -0.6678 -6.5246 0.11 -0.14 0.31
H -12.1416 0.9554 -6.8688 -0.18 0.12 -0.15
H -10.3404 -1.3996 -6.6877 0.63 -0.20 -0.03
H -9.8157 0.3136 -6.9574 0.41 -0.14 0.31
H -9.9932 -0.7432 -8.8374 -0.15 -0.06 -0.62
C -24.5849 3.5750 -6.9482 -0.88 0.63 0.88
C -23.3121 2.8378 -6.9572 0.33 -0.27 -0.05
O -22.9169 2.8002 -8.3103 0.69 -0.33 -0.48
H -24.4583 4.6183 -7.2376 -0.01 -0.14 -0.53
H -24.9661 3.6510 -5.9299 -0.26 -0.29 0.08
H -25.2762 3.0201 -7.5824 -0.24 0.44 0.01
H -23.4772 1.8162 -6.6148 0.07 -0.10 0.31
H -22.5514 3.3153 -6.3396 0.13 0.01 0.14
H -22.2650 2.0977 -8.3664 0.18 0.03 -0.37
C -21.8081 4.6182 -14.8167 0.46 -0.19 -0.66
C -21.7373 5.9197 -14.0340 0.25 -0.69 0.16
O -22.6493 5.9010 -12.9312 0.31 0.41 -0.57
H -21.1484 4.6703 -15.6828 -0.16 0.32 -0.37
H -22.8176 4.3799 -15.1515 0.00 0.16 0.02
H -21.3979 3.7301 -14.3360 -0.21 0.12 0.74
H -21.8975 6.7690 -14.6982 -0.70 0.02 0.23
H -20.7203 6.0789 -13.6756 0.22 -0.10 0.19
H -22.3560 5.1585 -12.3981 -0.18 -0.05 0.27
C -20.6395 -9.5676 -17.2635 0.12 0.54 0.43
C -21.0582 -8.0710 -17.3005 0.11 -1.44 -0.65
O -21.1538 -7.5180 -16.0285 0.21 0.42 1.14
H -20.6831 -10.0091 -18.2591 -0.19 0.03 0.04
H -21.2547 -10.1322 -16.5627 -0.55 0.10 -0.27
H -19.6478 -9.7789 -16.8635 0.32 0.60 -0.18
H -22.0555 -8.0193 -17.7373 -0.02 -0.05 -0.56
H -20.3631 -7.4486 -17.8640 0.09 -0.35 -0.52
H -21.0792 -6.5752 -16.1931 -0.08 0.16 0.57
C -20.9367 -6.8550 -3.3591 0.71 -0.82 -0.42
C -19.9424 -5.7168 -3.5556 -0.09 -0.76 -0.10
O -20.6431 -4.5277 -3.8020 -0.32 0.94 0.10
H -21.4484 -6.8401 -2.3968 -0.29 0.45 -0.25
H -20.4232 -7.8165 -3.3624 0.41 -0.07 0.13
H -21.5929 -6.9559 -4.2235 -0.40 0.41 0.26
H -19.2749 -5.8704 -4.4036 0.05 -0.55 -0.03
H -19.3022 -5.6512 -2.6759 0.00 0.32 0.18
H -20.3337 -4.1610 -4.6335 -0.09 0.10 0.12
C -18.9426 -10.5442 -8.6848 0.15 0.96 -0.66
C -19.7272 -11.8095 -8.9832 0.58 -0.07 0.55
O -18.8916 -12.9650 -8.9385 -0.18 -0.15 0.16
H -18.1547 -10.6174 -7.9351 -0.25 -0.46 0.15
H -19.5720 -9.6976 -8.4102 -0.33 -0.16 0.24
H -18.4626 -10.1660 -9.5873 0.27 -0.21 -0.21
H -20.2110 -11.7564 -9.9586 -0.21 0.18 0.02
H -20.4785 -11.9528 -8.2066 -0.05 -0.19 -0.14
H -18.1882 -12.8779 -9.5860 0.01 0.10 -0.09
C -13.4127 -5.9826 -10.1725 -0.38 -0.68 -0.92
C -14.0493 -4.8040 -10.8870 1.75 -0.17 0.63
O -14.3296 -3.8090 -9.9353 -0.88 0.75 -0.03
H -13.1100 -6.6419 -10.9861 -0.16 -0.69 0.19
H -14.1396 -6.4425 -9.5030 0.22 -0.22 -0.01
H -12.4785 -5.7828 -9.6476 -0.20 0.53 0.15
H -14.9208 -5.0826 -11.4795 -0.18 0.13 0.39
H -13.2769 -4.4573 -11.5735 -0.16 0.32 -0.46
H -13.4977 -3.3979 -9.6892 -0.01 0.05 0.06
```
Positions in Å, forces in eV/Å.

Its strongest force on any atom is 3.0 eV Å⁻¹. The value obtained for the energy is -63274.9087 eV. Its multiplicity is 1. As for the HOMO energy: -9.99 eV. The energy above the lowest of the compared OMol25 structures with the same formula, charge and spin is 193.7 kcal per mole.